A:
C6H9NO2 as an isolated structure, computed with ωB97M-V/def2-TZVPD.

Last column: Löwdin charge in e.
Positions of all 18 atoms, in Å:
H1 0.370 2.645 0.443  0.084
O1 0.451 -1.680 0.367  -0.026
C1 0.077 1.963 -0.362  -0.037
H2 0.559 2.320 -1.278  0.084
O2 -2.427 0.238 -0.313  0.090
H3 3.828 0.545 0.320  0.075
H4 -1.801 -2.793 -0.564  0.092
C2 -2.264 -2.108 0.148  -0.006
C3 -1.724 -0.718 -0.055  -0.356
H5 -1.989 -2.471 1.140  0.092
H6 -1.000 2.005 -0.489  0.066
N1 1.827 0.226 0.158  -0.015
C4 -0.234 -0.597 0.087  -0.249
C5 2.858 0.983 0.129  0.046
H7 1.514 -1.082 0.372  0.157
H8 2.794 2.048 -0.079  0.077
C6 0.506 0.573 -0.052  -0.261
H9 -3.345 -2.098 0.027  0.085

Calculated values
Molecular weight   127.1 g/mol
HOMO-LUMO gap   7.75 eV
Net charge   0
HOMO level   -8.0895 eV
LUMO   -0.3 eV


B:
A 2-piece molecular cluster, C6H9NO2 overall, computed with ωB97M-V/def2-TZVPD.

Last column: Löwdin charge in e.
Positions of all 18 atoms, in Å:
H1 -1.728 0.844 -2.475  0.115
H2 0.770 -0.125 2.537  0.117
C1 0.355 0.484 0.308  -0.343
C2 -0.645 -0.755 -1.507  -0.024
C3 0.119 0.520 1.806  -0.119
H3 1.340 0.924 0.142  0.138
H4 -0.640 -1.442 -2.207  0.056
H5 -0.837 0.202 2.096  0.036
C4 -1.059 0.509 -1.662  -0.055
H6 0.410 1.585 2.126  0.107
C5 -0.721 1.425 -0.513  -0.081
O1 1.302 -2.685 -0.969  0.088
C6 0.144 -0.874 -0.250  -0.210
H7 -1.479 1.410 0.238  0.097
O2 2.257 -1.292 0.438  0.088
N1 1.360 -1.701 -0.262  -0.373
H8 -0.709 -1.355 0.922  0.268
H9 -0.239 2.326 -0.767  0.095

Calculated values
Molecular weight   127.1 g/mol
HOMO-LUMO gap   9.56 eV
Net charge   0
HOMO level   -9.7235 eV
LUMO   -0.2 eV


C:
C6H9NO2 in the gas phase, computed with ωB97M-V/def2-TZVPD.

Last column: Löwdin charge in e.
Positions of all 18 atoms, in Å:
H1 -1.986 0.583 1.444  0.081
H2 0.051 -0.422 -2.118  0.166
H3 2.117 0.552 1.186  0.151
H4 -2.077 2.277 -0.319  0.078
C1 -0.091 0.804 1.037  -0.141
C2 -1.653 1.494 -0.934  -0.026
H5 1.975 -1.951 0.646  0.115
O1 0.267 -1.603 -0.489  -0.039
H6 0.473 -1.773 1.555  0.124
C3 -0.845 0.485 -0.223  -0.381
O2 1.357 0.293 -0.743  -0.011
N1 -1.316 -0.047 1.073  0.131
H7 -1.041 2.020 -1.712  0.105
C4 1.053 -1.413 0.707  -0.104
C5 1.249 0.104 0.719  -0.167
H8 -2.471 0.961 -1.430  0.089
C6 0.178 -0.337 -1.062  -0.322
H9 -0.167 1.736 1.613  0.151

Calculated values
Molecular weight   127.1 g/mol
HOMO-LUMO gap   10.17 eV
SMILES   C[C@]12N[C@H]1[C@H]1CO[C@@H]2O1
Net charge   0
HOMO level   -9.2420 eV
LUMO   0.9 eV


The structure with the greatest stability is A.